[1]
The following is a quantum chemistry calculation of a structure of composition C9H27CaF2NO3, from OMol25.

Cartesian coordinates (Å):
1 Ca -7.911768 -9.284355 -4.486001
2 F -9.325398 -11.026577 -4.416150
3 F -6.329472 -7.787491 -5.137341
4 C -7.667966 -7.229409 -2.194265
5 O -8.638040 -8.179124 -2.479945
6 H -7.631581 -6.470342 -2.975666
7 H -7.801467 -6.661270 -1.273672
8 H -6.694712 -7.720032 -2.181310
9 H -9.055945 -8.478373 -1.669141
10 C -6.906759 -11.260416 -2.086516
11 O -6.408556 -10.144510 -2.889976
12 H -6.811976 -11.074653 -1.016656
13 H -7.959156 -11.467762 -2.280348
14 H -6.376131 -12.147961 -2.431213
15 H -5.452214 -10.189036 -2.819082
16 C -6.791771 -12.079494 -6.126834
17 O -6.773447 -10.661246 -6.060751
18 H -6.126804 -12.447284 -6.908278
19 H -6.381067 -12.374674 -5.161271
20 H -7.809140 -12.450095 -6.252156
21 H -5.902620 -10.376769 -6.347690
22 C -9.493277 -9.744729 -7.609941
23 C -9.356128 -8.287961 -7.176225
24 N -9.698413 -8.047340 -5.727190
25 C -9.460165 -6.607770 -5.350122
26 C -10.256620 -5.535643 -6.111175
27 C -11.077551 -8.434341 -5.453222
28 C -11.503362 -8.217261 -3.984223
29 H -9.085017 -10.387234 -6.829807
30 H -8.972098 -9.957999 -8.543199
31 H -10.529028 -10.071623 -7.701934
32 H -8.366691 -7.857659 -7.330968
33 H -10.046962 -7.767209 -7.839309
34 H -9.657944 -6.428556 -4.293299
35 H -8.397583 -6.394435 -5.466316
36 H -10.321845 -5.581550 -7.198257
37 H -11.278557 -5.649786 -5.749633
38 H -9.906299 -4.579843 -5.721538
39 H -11.145975 -9.497267 -5.684753
40 H -11.766089 -7.865440 -6.078027
41 H -12.495033 -8.653006 -3.862476
42 H -11.557074 -7.224795 -3.536743
43 H -10.904922 -8.855698 -3.334326

Force components x, y, z for each atom (eV/Å):
-0.09 -0.03 -0.71
0.66 0.63 0.13
-0.74 -0.70 0.32
1.71 1.34 0.12
-1.24 -0.51 0.13
-0.08 -0.23 -0.24
-0.33 -0.35 0.26
0.16 0.20 0.13
-0.07 -0.15 -0.12
0.05 -0.09 -0.54
-0.40 -0.88 1.01
0.38 0.02 -0.05
-0.03 0.51 -0.45
0.08 -0.13 0.47
0.05 0.31 -0.23
0.41 -0.16 0.73
-0.02 0.30 -0.73
-0.16 -0.01 -0.16
-0.21 -0.81 -0.01
0.12 0.21 0.08
-0.02 0.48 0.06
0.36 -0.45 0.91
-0.65 0.23 0.31
0.30 1.05 -0.40
0.59 -0.08 -1.11
-0.77 -0.57 1.00
-0.14 0.37 0.87
-0.21 -1.28 0.11
0.12 -0.20 -0.12
-0.01 0.20 0.01
-0.06 0.28 -0.19
0.15 -0.28 -0.02
-0.12 0.65 0.10
-0.15 -0.48 0.03
0.22 -0.35 -0.16
0.56 0.03 0.11
-0.32 0.30 -0.15
0.00 0.17 -0.46
-0.24 0.08 0.17
-0.17 -0.02 -0.41
-0.25 0.11 -0.19
0.25 0.19 -0.55
0.28 0.13 -0.04

Output
* energy: -1517.0250 a.u.
* HOMO level: -9.03 eV
* frontier orbital gap: 9.344 eV

These are the Löwdin partial charges, in e, on atoms 1 to 5:
1. Ca 1.39
2. F -0.65
3. F -0.68
4. C -0.16
5. O -0.21

[2]
The following is a quantum chemistry calculation of a structure of composition C9H27ClI2IrP3, from OMol25.

Cartesian coordinates (Å):
1 I -0.055675 -0.797446 -5.224154
2 I -0.003552 1.873111 -5.915299
3 Ir 0.089355 0.684326 0.144007
4 P -2.153529 0.926337 0.194916
5 C -3.105281 0.910696 -1.347988
6 C -3.034338 -0.253457 1.312498
7 H -4.084036 0.027144 1.229311
8 H -3.814882 2.389562 1.017783
9 H -2.720361 -0.110569 2.360433
10 H -2.256467 2.665683 1.901976
11 H -2.964135 0.018586 -1.967669
12 H -2.925773 -1.313489 1.032235
13 C -2.715173 2.483616 0.915726
14 H -4.164383 0.992506 -1.042700
15 H -2.480671 3.305851 0.218580
16 H -2.819679 1.815742 -1.910991
17 P 2.285051 0.932295 0.253418
18 C 3.125494 0.783142 -1.337032
19 C 2.822478 2.513029 0.959758
20 H 2.608234 -0.249764 2.385377
21 H 4.117903 -0.083943 1.431274
22 H 2.943188 -1.343988 0.995551
23 C 3.049048 -0.316580 1.372484
24 H 2.319021 2.691685 1.928768
25 H 3.919400 2.492409 1.104877
26 H 4.219006 0.823898 -1.172202
27 H 2.814692 1.648564 -1.950593
28 H 2.560573 3.314281 0.245590
29 H 2.857530 -0.160647 -1.847371
30 Cl 0.050993 1.462818 2.388775
31 C 1.402453 -2.740965 -0.375749
32 P 0.053161 -1.538537 0.033854
33 C -1.198999 -1.940049 -1.261822
34 C -0.346003 -2.095111 1.750771
35 H 1.805765 -2.632233 -1.380134
36 H 1.024075 -3.768539 -0.332954
37 H 2.263408 -2.742342 0.296754
38 H -1.096414 -2.984824 -1.574322
39 H -2.237004 -1.711425 -1.016223
40 H -0.936790 -1.330864 -2.139772
41 H 0.568637 -2.142681 2.319479
42 H -1.007763 -1.410215 2.256962
43 H -0.778546 -3.087595 1.745816

Force components x, y, z for each atom (eV/Å):
-0.01 -0.69 0.09
0.01 0.72 -0.26
0.01 0.35 0.57
-1.54 -0.80 0.90
-0.49 0.25 -0.03
-0.11 0.09 -0.27
-0.16 -0.19 0.16
0.52 0.29 -0.01
-0.02 0.03 -0.51
-0.21 -0.09 -0.55
-0.05 0.30 0.19
-0.04 0.48 0.11
-0.36 0.42 -0.02
0.33 -0.01 -0.45
-0.11 -0.18 0.41
-0.20 -0.38 0.11
1.65 -0.96 1.04
0.60 0.12 -0.23
0.25 0.30 -0.08
0.14 0.10 -0.56
-0.07 -0.15 0.17
0.11 0.74 0.20
0.34 0.25 -0.04
0.29 -0.13 -0.62
-0.49 0.09 -0.11
-0.44 -0.02 -0.30
0.22 -0.43 0.14
0.15 -0.20 0.41
0.13 0.46 0.29
-0.03 0.03 -0.11
0.12 -0.16 -0.21
-0.07 -0.27 0.07
0.41 -0.75 -0.21
-0.30 -0.04 -0.80
-0.09 0.29 -0.17
-0.37 0.21 0.09
-0.43 0.16 -0.02
-0.27 0.02 0.16
0.28 -0.16 0.22
0.03 -0.03 0.32
0.49 0.08 0.03
-0.08 0.15 -0.02
-0.14 -0.30 -0.08

Output
* total charge: +2
* energy: -2542.4667 a.u.
* energy above the lowest of the compared OMol25 structures with the same formula, charge and spin: 3.8 kJ/mol
* HOMO level (alpha / beta): -13.49 / -14.24 eV
* frontier orbital gap (alpha / beta): 7.300 / 2.526 eV
* spin multiplicity: 5

These are the Löwdin partial charges, in e, on atoms 1 to 5:
1. I 0.47
2. I 0.54
3. Ir 0.40
4. P 0.53
5. C -0.26

[3]
The following is a quantum chemistry calculation of a structure of composition C9H28BO3Rb3, from OMol25.

Cartesian coordinates (Å):
1 Rb 3.579077 28.899951 5.770240
2 Rb 0.682868 28.130571 -1.588008
3 Rb 7.218769 28.979071 -1.081937
4 B 4.056854 30.770556 1.601170
5 H 3.248292 31.222190 2.154795
6 H 4.830503 30.612665 2.336536
7 H 3.747325 29.796910 1.254091
8 H 4.420373 31.409911 0.811675
9 C 8.519889 34.447192 5.396285
10 C 7.097864 34.493397 6.119246
11 C 6.179495 35.510169 5.505279
12 O 6.499190 33.199810 5.953190
13 H 9.310990 34.541261 6.140202
14 H 8.676469 35.255608 4.682097
15 H 8.684147 33.479385 4.922520
16 H 7.147743 34.680365 7.191937
17 H 6.591034 36.500671 5.699294
18 H 5.178311 35.313736 5.888876
19 H 6.150432 35.364287 4.425478
20 H 6.354968 33.102144 5.009123
21 C 8.846698 35.887730 -3.628532
22 C 8.859378 35.051074 -2.455840
23 C 7.860654 35.618669 -1.311503
24 O 8.397770 33.762429 -2.777647
25 H 9.480076 36.771370 -3.550336
26 H 7.839032 36.267431 -3.797358
27 H 9.143237 35.259739 -4.468649
28 H 9.848782 35.077277 -1.999244
29 H 7.534418 34.934743 -0.527989
30 H 6.949276 35.828756 -1.871282
31 H 7.942124 36.586773 -0.817296
32 H 7.710858 33.880572 -3.437788
33 C -2.816552 33.012622 1.941992
34 C -1.440997 33.230630 2.412382
35 C -1.171427 33.396087 3.925876
36 O -0.861757 32.022968 1.893479
37 H -3.430200 33.496793 2.701670
38 H -3.193694 31.990542 1.976672
39 H -3.003358 33.510404 0.990462
40 H -1.014824 34.041183 1.821222
41 H -0.252458 32.958276 4.315636
42 H -1.949786 32.894803 4.501174
43 H -1.236609 34.456911 4.167744
44 H 0.091968 32.111171 1.958439

Force components x, y, z for each atom (eV/Å):
0.09 0.31 -0.19
-0.09 0.20 0.13
-0.06 0.37 0.22
0.05 0.02 -0.06
-3.42 1.89 1.92
3.47 -0.75 2.98
-1.41 -4.28 -1.77
1.36 2.46 -3.17
-0.51 0.37 1.34
1.03 -0.63 -1.39
0.25 -0.06 -0.18
-0.16 -0.30 0.54
0.07 0.02 0.03
-0.23 -0.04 -0.06
-0.26 0.07 -0.10
0.33 -0.27 -0.05
-0.51 0.18 0.06
-0.02 0.59 0.13
0.00 0.06 -0.17
-0.06 -0.08 -0.18
-0.20 1.45 -1.73
-1.05 0.79 4.22
-0.81 0.03 -1.22
0.38 -0.88 0.22
0.13 -0.14 -0.05
-0.16 -0.04 -0.32
0.22 0.38 -0.27
0.16 -0.99 -0.21
0.60 -0.47 -0.16
-0.43 -0.30 -0.20
1.25 0.11 -0.16
-0.12 -0.01 -0.09
-2.50 1.49 1.27
1.57 -1.40 -0.48
-1.03 0.02 -0.35
1.41 -0.56 0.09
-0.66 0.42 -0.28
0.60 -0.13 -0.26
-0.08 -0.36 -0.01
0.16 0.39 0.40
0.32 0.26 -0.55
-0.24 -0.03 -0.06
0.19 -0.02 0.18
0.34 -0.14 0.00

Output
* total charge: +2
* energy: -681.8905 a.u.
* energy above the lowest of the compared OMol25 structures with the same formula, charge and spin: 265.3 kJ/mol
* HOMO level: -13.07 eV
* frontier orbital gap: 7.177 eV

These are the Löwdin partial charges, in e, on atoms 1 to 5:
1. Rb 0.92
2. Rb 0.95
3. Rb 0.92
4. B -0.42
5. H -0.10

[4]
The following is a quantum chemistry calculation of a cluster of 3 separate species, C9H28N6 in total, from OMol25.

Cartesian coordinates (Å):
1 C 3.210011 3.583147 -0.461144
2 C 3.437513 1.288597 -5.921995
3 C -1.277428 -9.143430 4.422810
4 C -4.152952 -5.733090 6.653783
5 C -1.961757 4.941767 -0.756413
6 C -0.850246 5.896143 -2.812480
7 C 3.015520 3.910564 -1.970069
8 C 3.181964 2.090144 -4.578342
9 C -2.842627 -7.435230 5.583446
10 N -2.418729 -8.646381 5.327271
11 N -3.818764 -7.098581 6.405313
12 N 1.689792 3.612157 -2.369969
13 N 1.827243 1.848723 -4.140502
14 N -0.718498 5.403069 -1.452621
15 N 1.173657 2.468105 -3.286881
16 H 4.273337 3.456787 -0.301112
17 H 2.698478 4.318500 0.278720
18 H 2.672614 2.548511 -0.313706
19 H 3.125577 2.041051 -6.594739
20 H 4.462271 1.183920 -6.210258
21 H 2.980382 0.260245 -5.972534
22 H -0.474674 -9.465188 5.132343
23 H -1.364980 -10.045663 3.844985
24 H -1.084169 -8.283591 3.856235
25 H -4.793816 -5.355165 5.709469
26 H -4.884091 -5.578410 7.420197
27 H -3.340933 -5.092737 6.882158
28 H -2.710382 5.653053 -0.432495
29 H -2.481571 4.421206 -1.546666
30 H -1.744623 4.223505 0.009426
31 H -1.270153 5.013781 -3.457537
32 H -1.703357 6.685764 -2.880656
33 H -0.033768 6.315033 -3.269881
34 H 3.106246 5.058583 -2.134948
35 H 3.727581 3.305103 -2.433234
36 H 3.990827 1.637367 -3.914254
37 H 3.246788 3.232966 -4.594807
38 H -2.410796 -6.632413 5.125128
39 H -3.022480 -9.460680 5.447320
40 H -4.196557 -7.773946 7.068118
41 H 0.942952 3.790280 -1.675709
42 H 1.101102 1.514782 -4.784987
43 H -0.306505 6.041653 -0.898787

Force components x, y, z for each atom (eV/Å):
-2.32 -0.92 0.58
-0.82 0.79 0.96
0.54 0.81 2.98
-3.02 1.74 -3.06
0.33 -0.25 -2.24
-5.75 -1.41 -0.05
-0.10 2.61 2.34
2.64 -1.00 -0.14
-1.22 -1.89 1.17
-0.34 -2.77 -1.42
0.62 -1.53 0.73
-2.66 -4.90 -4.16
-0.37 0.82 0.02
-1.18 -2.64 -0.81
0.30 4.74 5.04
0.06 0.17 0.52
1.12 -1.14 -1.40
1.21 1.79 0.00
-1.12 -0.15 -1.77
0.88 -0.10 0.64
0.05 1.39 0.09
-0.27 0.96 -0.61
-1.52 -0.11 -0.38
1.15 0.76 -1.11
1.81 -0.43 1.91
-0.21 -0.64 0.75
1.00 0.44 -0.10
0.36 0.82 0.30
-0.38 -0.62 -0.12
0.27 -0.13 0.51
0.97 1.53 0.93
1.31 -1.02 0.01
2.37 0.71 -0.61
0.45 -1.98 -0.04
1.03 -0.33 -1.31
-1.55 0.93 0.07
0.44 -1.65 -0.49
1.56 1.97 -1.32
-0.23 0.69 1.00
0.09 -0.05 -0.50
-0.19 -0.02 -0.80
0.79 -0.84 -0.24
1.89 2.82 2.16

Output
* total charge: +2
* energy: -687.5067 a.u.
* energy above the lowest of the compared OMol25 structures with the same formula, charge and spin: 154.0 kJ/mol
* HOMO level: -12.89 eV
* frontier orbital gap: 7.213 eV

These are the Löwdin partial charges, in e, on atoms 1 to 5:
1. C -0.08
2. C -0.05
3. C 0.02
4. C -0.06
5. C -0.09

The lowest energy belongs to which entry?
C9H27ClI2IrP3

What is the energy in the first record?
-1517.0250 a.u.